Entry 1:
7 unconnected molecules or ions with the total composition C28H42O14, computed with ωB97M-V/def2-TZVPD.

Values from the calculation:
HOMO energy: -10.0 eV
Orbital gap: 10.5 eV
Multiplicity: 1
Maximum force: 1.70 eV/A
DFT total energy: -58383.971 eV
Energy above the lowest of the compared OMol25 structures with the same formula, charge and spin: 0.4 kcal/mol

Each line ends with the Löwdin charge.
Atoms and positions in Å:
O (3.7324, 0.0467, -1.8320)  0.1081
C (3.8255, -1.1476, -1.8059)  -0.4663
O (4.9494, -1.7270, -1.3431)  0.0420
C (4.9591, -3.1326, -1.5662)  -0.1539
C (3.6515, -3.4477, -2.3036)  -0.1440
C (2.8222, -2.1665, -2.3045)  -0.0582
H (5.1230, -3.7790, -0.7027)  0.1207
H (5.8198, -3.3584, -2.2027)  0.1212
H (3.1347, -4.3047, -1.8663)  0.1108
H (3.8381, -3.7914, -3.3227)  0.1116
H (1.9022, -2.1682, -1.7203)  0.1013
H (2.4977, -1.8449, -3.2935)  0.1321
O (-6.2973, -3.7175, -2.5538)  0.1177
C (-5.5765, -3.6085, -1.6022)  -0.4935
O (-5.5153, -4.5242, -0.6320)  0.0376
C (-4.4401, -4.2414, 0.2798)  -0.1476
C (-4.1380, -2.7698, 0.1087)  -0.1570
C (-4.6600, -2.4205, -1.2862)  -0.0602
H (-3.6340, -4.9295, 0.0101)  0.1267
H (-4.6906, -4.5005, 1.3080)  0.1238
H (-3.0840, -2.5293, 0.2673)  0.0923
H (-4.6371, -2.1887, 0.8866)  0.1191
H (-3.8952, -2.2651, -2.0395)  0.1114
H (-5.3438, -1.5733, -1.2491)  0.1282
O (1.3171, 3.1831, -4.4112)  0.1124
C (2.3892, 3.3631, -3.9078)  -0.4529
O (3.3900, 3.8805, -4.6597)  0.0253
C (4.5354, 4.1961, -3.8778)  -0.1586
C (4.3539, 3.4319, -2.5659)  -0.1416
C (2.8384, 3.2707, -2.4484)  -0.0750
H (4.5329, 5.2727, -3.7014)  0.1250
H (5.4685, 3.8825, -4.3419)  0.1230
H (4.7729, 4.0429, -1.7653)  0.1161
H (4.7773, 2.4293, -2.5428)  0.1045
H (2.3389, 4.0288, -1.8449)  0.1308
H (2.5727, 2.3213, -1.9965)  0.0785
O (-0.3659, -1.7767, -0.8380)  0.0960
C (-0.6471, -0.7459, -1.3811)  -0.4890
O (0.2993, -0.0840, -2.0666)  0.0042
C (-0.1907, 1.1834, -2.5827)  -0.1080
C (-1.4972, 1.4311, -1.8103)  -0.1153
C (-1.9466, 0.0239, -1.4172)  -0.0629
H (-0.3242, 1.0697, -3.6551)  0.1286
H (0.5776, 1.9151, -2.3897)  0.0835
H (-2.1756, 2.0008, -2.4417)  0.1210
H (-1.2901, 2.0282, -0.9221)  0.1032
H (-2.6762, -0.3488, -2.1346)  0.1175
H (-2.4085, 0.0218, -0.4307)  0.0997
O (0.8241, 4.5180, 1.1179)  0.1164
C (0.9578, 3.3257, 1.1769)  -0.4847
O (1.2122, 2.5852, 0.0862)  0.0176
C (1.4214, 1.2137, 0.4788)  -0.1277
C (1.8309, 1.3207, 1.9442)  -0.1383
C (1.0009, 2.4781, 2.4326)  -0.0562
H (2.1957, 0.6982, -0.0850)  0.1142
H (0.5024, 0.6303, 0.4107)  0.1140
H (2.9075, 1.4915, 2.0622)  0.1272
H (1.7421, 0.3591, 2.4582)  0.1053
H (1.3421, 3.0855, 3.2628)  0.1339
H (0.0062, 2.0647, 2.6134)  0.1098
O (-1.0439, -1.5974, 5.0376)  0.1086
C (-0.6625, -2.0112, 3.9782)  -0.4979
O (0.5427, -1.7188, 3.4784)  0.0283
C (0.7771, -2.4712, 2.2789)  -0.1459
C (-0.4052, -3.4404, 2.1131)  -0.1338
C (-1.4863, -2.7868, 2.9680)  -0.0746
H (1.7055, -3.0430, 2.3436)  0.1238
H (0.9084, -1.7944, 1.4331)  0.0998
H (-0.1203, -4.4318, 2.4585)  0.1150
H (-0.6570, -3.4531, 1.0530)  0.0926
H (-2.2147, -3.4397, 3.4436)  0.1254
H (-2.1025, -2.0785, 2.4079)  0.0908
O (-2.3870, 0.1522, 1.9631)  0.1061
C (-2.5516, 1.2047, 2.5168)  -0.4770
O (-2.2906, 2.3507, 1.8893)  0.0128
C (-2.4973, 3.5000, 2.6959)  -0.1453
C (-2.6089, 2.9511, 4.1145)  -0.1441
C (-3.0539, 1.4956, 3.9348)  -0.0435
H (-3.4100, 4.0083, 2.3751)  0.1310
H (-1.6724, 4.2076, 2.6160)  0.1229
H (-3.2554, 3.5585, 4.7452)  0.1163
H (-1.6332, 2.9111, 4.6082)  0.1160
H (-4.1460, 1.4825, 3.8796)  0.1331
H (-2.6639, 0.7411, 4.6080)  0.1186

Cartesian forces (eV/Å) of the 6 atoms listed first:
O -0.14 0.28 0.14
C -0.31 0.36 -0.10
O 0.17 -0.29 0.58
C 0.22 -0.69 -1.17
C -0.64 -1.08 -0.39
C 0.55 0.06 -0.12

***

Entry 2:
A gas-phase ion, C4H6NO (charge -1), computed with ωB97M-V/def2-TZVPD.

Values from the calculation:
Charge: -1
HOMO energy (alpha / beta): -2.2 / -2.2 eV
Orbital gap (alpha / beta): 6.7 / 6.7 eV
Multiplicity: 1
Maximum force: 3.44 eV/A
DFT total energy: -7777.694 eV
Energy above the lowest of the compared OMol25 structures with the same formula, charge and spin: 63.2 kcal/mol

Each line ends with the Löwdin charge.
Atoms and positions in Å:
C (1.4883, -0.1172, 0.2412)  -0.2796
C (1.2735, 1.1402, 0.0106)  -0.2705
C (0.1971, -1.0860, -0.1148)  -0.3195
C (-1.2020, -0.7274, 0.3475)  -0.1219
N (-1.9258, 0.2444, -0.2227)  -0.2072
O (-3.0288, 0.7990, 0.2013)  -0.2387
H (2.2067, 1.6427, -0.2773)  -0.0066
H (0.3874, 1.6741, -0.2174)  -0.0124
H (0.3363, -0.9996, -1.2575)  0.0852
H (0.5077, -2.1570, 0.2625)  0.0804
H (-1.3162, -1.0337, 1.4881)  0.1478
H (-1.5080, 0.6081, -1.0956)  0.1431

Cartesian forces (eV/Å) of the 6 atoms listed first:
C -0.77 -3.35 0.11
C 1.63 1.83 -0.77
C 0.91 -0.92 -0.65
C 1.04 1.12 1.60
N 0.93 -1.57 1.25
O 0.63 -0.27 -0.27

***

Entry 3:
2 unconnected molecules or ions with the total composition C3H8N2O2, computed with ωB97M-V/def2-TZVPD.

Values from the calculation:
HOMO energy: -9.9 eV
Orbital gap: 10.7 eV
Multiplicity: 1
Maximum force: 4.70 eV/A
DFT total energy: -10310.815 eV
Energy above the lowest of the compared OMol25 structures with the same formula, charge and spin: 141.5 kcal/mol

Each line ends with the Löwdin charge.
Atoms and positions in Å:
C (1.3786, -1.1972, -0.3879)  -0.0639
C (1.2301, 1.1642, 0.4356)  -0.0777
C (1.1757, 0.1034, -0.6276)  -0.2423
N (-2.3218, 0.8009, -0.6149)  -0.0503
N (-1.3700, 0.1152, -0.5766)  -0.0271
O (-1.2532, -0.9972, 0.4451)  -0.0978
O (-3.3403, 0.5877, 0.2839)  -0.0311
H (1.4938, -1.9393, -1.2098)  0.0850
H (1.5167, -1.6994, 0.5108)  0.0478
H (-0.2961, -1.2730, 0.2610)  0.0302
H (0.3252, 1.3273, 0.9597)  0.0560
H (1.6847, 2.0000, -0.0236)  0.0676
H (1.7708, 0.7015, 1.2526)  0.0805
H (1.0182, 0.4315, -1.6483)  0.1025
H (-3.0123, -0.1257, 0.9402)  0.1206

Cartesian forces (eV/Å) of the 6 atoms listed first:
C 0.52 -0.22 -3.04
C 0.38 -2.27 0.08
C 0.45 -0.69 0.35
N -2.83 0.94 0.86
N 3.53 -3.09 0.31
O -0.76 1.61 -1.04

***

Entry 4:
C20H20N2O5 in the gas phase, computed with ωB97M-V/def2-TZVPD.

Values from the calculation:
HOMO energy: -7.9 eV
Orbital gap: 8.4 eV
Multiplicity: 1
Maximum force: 0.77 eV/A
DFT total energy: -34282.533 eV
Energy above the lowest of the compared OMol25 structures with the same formula, charge and spin: 32.5 kcal/mol

Each line ends with the Löwdin charge.
Atoms and positions in Å:
C (7.1140, -5.2658, -0.1975)  -0.1064
C (6.0159, -4.2610, -0.5168)  -0.2301
C (5.5160, -3.5709, 0.7503)  -0.1805
H (6.3296, -3.0446, 1.2547)  0.1316
H (5.0730, -4.3085, 1.4281)  0.1294
O (4.5471, -2.5686, 0.4544)  -0.0062
C (3.2814, -2.9807, 0.2902)  -0.4495
O (2.9341, -4.1328, 0.4002)  0.1103
C (2.3627, -1.8665, -0.0323)  -0.1258
C (2.8116, -0.5572, -0.2001)  0.0011
C (1.9216, 0.4443, -0.5178)  0.0180
C (0.5670, 0.1507, -0.6739)  -0.2318
C (0.1079, -1.1492, -0.4870)  0.0083
C (1.0056, -2.1469, -0.1704)  0.0080
H (0.6700, -3.1619, -0.0219)  0.1238
H (-0.9454, -1.3691, -0.5755)  0.1247
O (-0.2435, 1.2027, -0.9935)  0.0111
C (-1.5372, 0.9513, -1.4092)  -0.1643
C (-1.9004, 0.2674, -2.5571)  -0.2334
N (-3.2491, 0.3133, -2.5826)  0.0325
N (-3.7639, 0.9743, -1.5510)  0.0914
C (-2.7458, 1.3848, -0.8009)  -0.1582
C (-3.0196, 2.1165, 0.4333)  -0.0994
C (-4.2837, 1.9323, 1.0042)  -0.0258
C (-4.6773, 2.5846, 2.1476)  -0.0191
C (-3.7960, 3.4704, 2.7650)  -0.3205
C (-2.5422, 3.6730, 2.2169)  0.0432
C (-2.1388, 3.0097, 1.0606)  -0.2533
O (-0.9018, 3.3217, 0.6109)  0.0770
H (-0.6296, 2.7222, -0.1012)  0.0752
H (-1.8410, 4.3597, 2.6697)  0.1252
O (-4.1986, 4.1101, 3.8937)  0.0593
H (-3.4940, 4.6905, 4.2065)  0.1071
H (-5.6528, 2.4291, 2.5775)  0.1130
H (-4.9579, 1.2525, 0.5088)  0.1065
H (-3.8619, -0.0749, -3.2820)  0.1642
C (-1.0763, -0.4186, -3.5832)  -0.0017
H (-0.0678, -0.0114, -3.5813)  0.0891
H (-1.5114, -0.2844, -4.5717)  0.0830
H (-1.0102, -1.4879, -3.3769)  0.0867
H (2.2498, 1.4634, -0.6513)  0.1236
H (3.8603, -0.3356, -0.0838)  0.1200
H (6.3901, -3.5022, -1.2077)  0.1141
H (5.1743, -4.7688, -0.9913)  0.1108
H (7.9618, -4.7716, 0.2720)  0.0722
H (6.7435, -6.0315, 0.4797)  0.0753
H (7.4578, -5.7490, -1.1082)  0.0707

Cartesian forces (eV/Å) of the 6 atoms listed first:
C -0.17 0.16 -0.06
C -0.11 0.13 0.22
C 0.24 -0.53 -0.08
H -0.09 -0.05 -0.03
H 0.11 0.13 -0.04
O -0.13 0.33 -0.07

***

Entry 5:
3 unconnected molecules or ions with the total composition C2H12NO3, computed with ωB97M-V/def2-TZVPD.

Values from the calculation:
Charge: +2
HOMO energy (alpha / beta): -19.8 / -19.8 eV
Orbital gap (alpha / beta): 11.7 / 4.7 eV
Multiplicity: 2
Maximum force: 2.25 eV/A
DFT total energy: -9879.709 eV
Energy above the lowest of the compared OMol25 structures with the same formula, charge and spin: 20.6 kcal/mol

Each line ends with the Löwdin spin population.
Atoms and positions in Å:
C (-1.4192, -0.9240, 0.5128)  0.1374
O (-0.1425, -1.3910, 0.9565)  0.7282
C (-1.2590, -0.4747, -0.9251)  0.0089
N (-0.1871, 0.5889, -1.1318)  0.0023
H (-1.6699, -0.1630, 1.2825)  0.0772
H (-2.1567, -1.7463, 0.5618)  0.0389
H (-0.3193, -1.9505, 1.7652)  0.0027
H (-0.9352, -1.2584, -1.6184)  0.0021
H (-2.1707, -0.2895, -1.4581)  -0.0003
H (-0.5531, 1.4490, -0.7367)  0.0001
H (-0.1540, 0.6743, -2.1531)  0.0000
H (0.7724, 0.3660, -0.8179)  -0.0001
H (0.6216, 2.2426, 2.0514)  0.0000
H (1.1467, 2.0894, 0.6694)  0.0000
O (0.3037, 2.1560, 1.1414)  0.0030
H (3.2053, -0.8790, -0.4616)  0.0000
H (2.2819, -0.3614, 0.6130)  -0.0003
O (2.6352, -0.1283, -0.2514)  0.0000

Cartesian forces (eV/Å) of the 6 atoms listed first:
C 1.33 -0.76 -1.65
O -1.54 -0.21 0.57
C 1.64 -0.50 -0.67
N -1.94 -0.41 -0.88
H -0.29 0.29 0.21
H -0.12 0.09 0.52